# 1
{
  "formula": "C23H33N3O11PdSi4",
  "method": "wB97M-V/def2-TZVPD",
  "total_energy_ev": -86371.2884,
  "orbital_gap_ev": 5.5108,
  "charge": -2,
  "e_homo_ev": -2.47,
  "species": ["Pd", "O", "C", "C", "C", "N", "C", "C", "C", "O", "O", "C", "O", "O", "H", "H", "H", "C", "Si", "C", "C", "Si", "Si", "C", "C", "C", "Si", "C", "C", "C", "H", "H", "H", "H", "H", "H", "H", "H", "H", "H", "H", "H", "H", "H", "H", "H", "H", "H", "H", "H", "H", "H", "H", "H", "H", "H", "H", "O", "C", "O", "C", "C", "C", "C", "C", "C", "N", "O", "O", "N", "O", "O", "H", "H", "H"],
  "xyz": [[-0.048, 0.479, -1.029], [-0.982, 4.279, -5.835], [-0.918, 3.221, -4.960], [-2.001, 2.859, -4.182], [-1.863, 1.793, -3.304], [-0.720, 1.110, -3.214], [0.322, 1.474, -3.965], [0.272, 2.519, -4.870], [1.620, 0.699, -3.742], [2.422, 0.660, -4.686], [1.761, 0.195, -2.590], [-3.054, 1.402, -2.407], [-4.161, 1.781, -2.843], [-2.773, 0.802, -1.354], [-1.854, 4.676, -5.740], [-2.956, 3.367, -4.235], [1.137, 2.767, -5.467], [1.751, -0.358, 2.879], [0.592, -1.596, 2.045], [-1.194, -1.373, 2.601], [1.094, -3.277, 2.769], [0.648, -1.535, -0.296], [2.738, -2.199, -1.162], [3.204, -3.821, -0.278], [4.082, -0.984, -0.674], [2.874, -2.687, -2.968], [-1.072, -2.897, -1.103], [-1.056, -2.824, -2.978], [-0.844, -4.715, -0.606], [-2.758, -2.363, -0.488], [1.254, 0.131, 3.721], [2.070, 0.416, 2.183], [2.634, -0.878, 3.261], [-1.256, -1.047, 3.645], [-1.708, -2.335, 2.525], [-1.721, -0.653, 1.973], [0.865, -3.279, 3.840], [2.162, -3.469, 2.660], [0.555, -4.109, 2.309], [3.214, -3.723, 0.807], [4.205, -4.134, -0.596], [2.508, -4.626, -0.531], [4.118, -0.855, 0.411], [3.892, -0.020, -1.143], [5.054, -1.363, -1.007], [2.167, -3.480, -3.222], [3.884, -3.085, -3.120], [2.726, -1.842, -3.636], [-0.173, -3.316, -3.388], [-1.056, -1.788, -3.323], [-1.948, -3.321, -3.374], [0.103, -5.118, -0.974], [-1.656, -5.328, -1.013], [-0.856, -4.827, 0.481], [-2.865, -1.275, -0.488], [-2.942, -2.745, 0.519], [-3.522, -2.772, -1.156], [-0.064, 3.039, 0.034], [-0.293, 2.319, 1.006], [-0.260, 1.055, 1.091], [-0.676, 3.003, 2.320], [-0.672, 4.390, 2.401], [-1.008, 4.988, 3.600], [-1.357, 4.281, 4.734], [-1.351, 2.907, 4.605], [-1.022, 2.250, 3.436], [-1.709, 2.103, 5.807], [-1.615, 0.899, 5.726], [-1.994, 2.710, 6.823], [-0.992, 6.474, 3.696], [-1.268, 6.970, 4.773], [-0.641, 7.098, 2.719], [-0.410, 4.960, 1.522], [-1.614, 4.770, 5.659], [-1.025, 1.171, 3.364]],
  "lowdin_charge": [0.6433, 0.0355, -0.2975, 0.0379, -0.1668, 0.1016, -0.1768, 0.0502, -0.6284, -0.0151, -0.1526, -0.6688, -0.0584, -0.0670, 0.0923, 0.1148, 0.1199, -0.2151, 0.3736, -0.2230, -0.2309, 0.4221, 0.3650, -0.2313, -0.2178, -0.2039, 0.3478, -0.2134, -0.2262, -0.2156, 0.0163, 0.0184, 0.0173, 0.0165, 0.0190, 0.0227, 0.0236, -0.0005, 0.0082, -0.0067, 0.0188, 0.0104, 0.0159, 0.0196, 0.0213, 0.0119, 0.0242, 0.0110, 0.0081, 0.0190, 0.0230, 0.0075, 0.0188, 0.0046, 0.0033, 0.0104, 0.0275, 0.0176, -0.6181, -0.1655, -0.0585, 0.0825, -0.1145, 0.0655, -0.1079, 0.0856, -0.3485, 0.0807, 0.0564, -0.3532, 0.0548, 0.0810, 0.1327, 0.1231, 0.1008]
}



# 2
{
  "formula": "C23H33N3O3",
  "method": "wB97M-V/def2-TZVPD",
  "total_energy_ev": -34979.0215,
  "orbital_gap_ev": 8.3831,
  "charge": 0,
  "e_homo_ev": -7.85,
  "species": ["C", "H", "C", "C", "O", "C", "C", "C", "H", "H", "C", "N", "C", "O", "C", "C", "C", "N", "N", "C", "O", "C", "C", "C", "H", "H", "C", "C", "C", "C", "C", "C", "C", "H", "H", "H", "H", "H", "H", "H", "H", "H", "H", "H", "H", "H", "H", "H", "C", "H", "H", "H", "H", "H", "H", "H", "H", "H", "H", "H", "H", "H"],
  "xyz": [[3.752, 1.648, -3.406], [2.860, 1.708, -4.111], [4.059, 2.741, -2.573], [5.244, 2.572, -1.691], [4.958, 1.527, -0.924], [4.766, 2.123, 0.558], [4.843, 0.995, 1.440], [3.759, -0.242, 1.180], [3.826, -0.516, 0.148], [3.683, -1.044, 1.800], [2.464, 0.578, 1.639], [2.463, 1.717, 0.670], [1.377, 2.016, -0.533], [1.408, 3.113, -0.846], [0.361, 0.943, -0.653], [-0.796, 1.252, 0.493], [-1.232, -0.156, 0.898], [-0.436, -1.205, 0.967], [-1.143, -2.397, 1.739], [-2.212, -1.630, 2.157], [-2.214, -0.478, 1.659], [-3.233, -2.217, 2.965], [-4.433, -2.724, 2.002], [-4.033, -3.671, 0.988], [-4.217, -5.057, 1.304], [-3.005, -3.911, 0.834], [-4.662, -3.532, -0.689], [-4.008, -2.416, -0.969], [-2.690, -2.155, -1.526], [-2.217, -1.081, -2.039], [-2.869, -0.062, -2.040], [-4.155, -0.080, -1.782], [-4.809, -1.171, -1.158], [-5.824, -1.138, -1.020], [-4.818, 0.938, -1.838], [-2.478, 0.876, -2.320], [-1.070, -1.291, -2.415], [-2.206, -2.975, -1.337], [-5.674, -3.496, -0.416], [-4.261, -4.335, -1.015], [-5.458, -2.948, 2.463], [-4.693, -1.595, 1.480], [-3.594, -1.594, 3.552], [-2.907, -3.181, 3.185], [-1.574, 1.523, 0.100], [-0.627, 1.671, 1.269], [-0.233, 1.317, -1.640], [0.548, 0.047, -0.747], [3.438, 2.577, 0.909], [3.374, 3.635, 0.257], [3.371, 2.994, 1.927], [1.540, -0.137, 1.279], [2.213, 0.720, 2.542], [5.683, 0.342, 1.250], [4.697, 1.136, 2.544], [5.448, 2.876, 1.084], [5.598, 3.517, -1.235], [6.222, 2.321, -2.176], [3.261, 3.185, -2.042], [4.238, 3.832, -3.228], [4.649, 1.193, -4.123], [3.479, 0.860, -2.723]],
  "nbo_charge": [-0.6144, 0.2161, -0.4264, -0.0712, -0.5330, 0.0635, -0.4440, -0.3789, 0.2135, 0.1973, -0.2213, -0.5645, 0.7677, -0.5315, -0.4467, -0.3386, 0.4611, -0.3542, -0.2895, 0.4873, -0.4153, -0.4482, -0.4464, -0.3664, 0.1717, 0.2258, -0.3902, -0.0142, -0.1633, -0.1952, -0.2887, -0.1797, -0.2155, 0.1964, 0.2051, 0.2087, 0.2142, 0.1844, 0.2257, 0.2156, 0.2401, 0.2043, 0.2170, 0.2490, 0.2018, 0.2010, 0.2284, 0.2243, -0.2532, 0.1973, 0.1968, 0.2172, 0.1732, 0.2182, 0.2147, 0.2083, 0.1739, 0.1652, 0.2394, 0.1529, 0.2009, 0.2126]
}



# 3
{
  "formula": "C23H33N5O",
  "method": "wB97M-V/def2-TZVPD",
  "total_energy_ev": -33884.4018,
  "orbital_gap_ev": 8.5303,
  "charge": 0,
  "e_homo_ev": -8.22,
  "species": ["C", "C", "C", "C", "H", "C", "C", "C", "H", "H", "H", "C", "N", "C", "C", "H", "H", "C", "N", "C", "C", "C", "N", "H", "H", "N", "C", "O", "C", "C", "C", "C", "N", "C", "H", "H", "H", "H", "H", "C", "C", "H", "H", "H", "H", "H", "H", "H", "H", "H", "H", "H", "H", "H", "H", "C", "H", "H", "H", "H", "H", "H"],
  "xyz": [[-0.133, 5.612, 4.456], [-0.575, 5.805, 3.032], [-0.577, 4.804, 2.160], [-0.151, 3.402, 2.477], [-0.672, 3.063, 3.377], [-0.427, 2.445, 1.320], [0.058, 1.016, 1.578], [-0.804, 0.288, 2.606], [-1.835, 0.227, 2.265], [-0.433, -0.723, 2.765], [-0.788, 0.805, 3.562], [0.053, 0.227, 0.259], [0.964, 0.816, -0.712], [2.332, 0.351, -0.590], [2.547, -1.081, -1.100], [3.609, -1.326, -1.074], [2.022, -1.794, -0.463], [2.032, -1.207, -2.536], [2.209, -2.560, -3.028], [1.450, -3.679, -2.925], [2.142, -4.699, -3.551], [3.324, -4.100, -3.989], [3.345, -2.823, -3.667], [4.143, -4.541, -4.520], [1.831, -5.718, -3.662], [0.163, -3.751, -2.367], [-0.140, -3.664, -1.041], [0.670, -3.397, -0.179], [-1.587, -3.866, -0.741], [-2.375, -4.829, -1.365], [-3.705, -4.944, -0.997], [-4.195, -4.090, -0.019], [-3.453, -3.179, 0.586], [-2.185, -3.076, 0.242], [-1.607, -2.326, 0.763], [-5.227, -4.141, 0.302], [-4.343, -5.684, -1.452], [-1.955, -5.501, -2.102], [-0.566, -4.055, -2.997], [0.592, -0.709, -2.640], [0.527, 0.723, -2.086], [1.173, 1.373, -2.684], [-0.495, 1.103, -2.157], [-0.073, -1.334, -2.046], [0.257, -0.731, -3.679], [2.668, -0.597, -3.190], [2.962, 1.038, -1.164], [2.630, 0.415, 0.458], [0.298, -0.822, 0.472], [-0.959, 0.260, -0.152], [1.086, 1.063, 1.951], [0.084, 2.811, 0.427], [-1.500, 2.429, 1.114], [0.920, 3.391, 2.707], [-0.897, 4.983, 1.142], [-1.011, 7.191, 2.664], [-1.322, 7.242, 1.624], [-0.195, 7.897, 2.819], [-1.844, 7.504, 3.294], [-0.785, 4.903, 4.966], [0.879, 5.210, 4.492], [-0.154, 6.552, 5.000]],
  "nbo_charge": [-0.6576, 0.0335, -0.2006, -0.4425, 0.2014, -0.3868, -0.2056, -0.6144, 0.2019, 0.2090, 0.2111, -0.2188, -0.4600, -0.2156, -0.4453, 0.2202, 0.2424, -0.0433, -0.1495, 0.2789, -0.3384, -0.0530, -0.2573, 0.2093, 0.2242, -0.6251, 0.6796, -0.5967, -0.2127, -0.1513, -0.2571, 0.0486, -0.4260, 0.1288, 0.2011, 0.1974, 0.2242, 0.2135, 0.4090, -0.4252, -0.2047, 0.1909, 0.2022, 0.2010, 0.2137, 0.2234, 0.1906, 0.2048, 0.1869, 0.1919, 0.1908, 0.2200, 0.1899, 0.2039, 0.1918, -0.6287, 0.2121, 0.2088, 0.2088, 0.2193, 0.2193, 0.2118]
}